P.
Entry from the OMol25 dataset: 2 unconnected molecules or ions with the total composition CH4NS (the ωB97M-V functional and the def2-TZVPD basis).

Cartesian coordinates (Å):
S (0.969, 1.458, 0.713)
H (0.790, 1.608, -0.582)
C (-1.331, -1.103, -0.792)
N (-0.736, -2.200, -0.640)
H (-1.684, -0.734, -1.750)
H (-1.449, -0.460, 0.089)
H (-0.362, -2.417, 0.282)

The charge is -1. For the lowest unoccupied orbital energy, the calculation gives 4.4140 eV. For the HOMO-LUMO gap, the calculation gives 0.25447 Ha.

Q.
Entry from the OMol25 dataset: 2 unconnected molecules or ions with the total composition CH4NS (the ωB97M-V functional and the def2-TZVPD basis).

Cartesian coordinates (Å):
S (-0.322, 1.741, -0.804)
H (-0.568, 1.485, -2.129)
C (0.165, -1.317, 0.683)
N (0.462, -2.412, 1.297)
H (-0.833, -0.977, 0.408)
H (0.952, -0.639, 0.356)
H (1.166, -2.898, 0.747)

The charge is -1. For the lowest unoccupied orbital energy, the calculation gives 4.4057 eV. For the HOMO-LUMO gap, the calculation gives 0.25878 Ha.

Which structure loses on stability? Q does.

P.
Entry from the OMol25 dataset: C21H25N3O5S in the gas phase (the ωB97M-V functional and the def2-TZVPD basis).

Cartesian coordinates (Å):
C (-3.712, -1.853, -2.718)
C (-3.210, -2.790, -1.630)
O (-3.517, -2.253, -0.341)
C (-2.500, -1.763, 0.379)
O (-1.333, -1.852, 0.053)
N (-2.933, -1.219, 1.553)
C (-4.249, -0.616, 1.583)
C (-4.165, 0.714, 0.804)
N (-2.785, 1.169, 0.746)
C (-2.194, 1.337, -0.466)
O (-2.777, 1.085, -1.506)
C (-0.878, 2.057, -0.481)
C (-0.965, 3.383, -0.900)
C (0.159, 4.180, -0.996)
C (1.400, 3.641, -0.699)
C (1.507, 2.320, -0.316)
C (0.377, 1.511, -0.195)
N (0.557, 0.201, 0.224)
S (1.591, -0.129, 1.491)
O (1.099, -1.320, 2.122)
O (1.728, 1.046, 2.307)
C (3.138, -0.504, 0.690)
C (4.287, 0.183, 1.025)
C (5.475, -0.139, 0.391)
C (5.516, -1.143, -0.570)
C (6.794, -1.482, -1.272)
C (4.342, -1.824, -0.886)
C (3.152, -1.509, -0.257)
C (-2.082, 1.040, 2.001)
C (-1.992, -0.470, 2.365)
H (-4.795, -1.765, -2.670)
H (-3.432, -2.243, -3.693)
H (-3.277, -0.864, -2.591)
H (-3.711, -3.761, -1.680)
H (-2.128, -2.931, -1.704)
H (-4.512, -0.449, 2.630)
H (-4.978, -1.289, 1.136)
H (-4.499, 0.584, -0.227)
H (-4.773, 1.488, 1.285)
H (-1.938, 3.784, -1.141)
H (0.067, 5.210, -1.305)
H (2.289, 4.248, -0.778)
H (2.471, 1.889, -0.100)
H (-0.185, -0.486, 0.097)
H (4.232, 0.957, 1.774)
H (6.380, 0.393, 0.646)
H (6.894, -2.558, -1.392)
H (7.653, -1.105, -0.724)
H (6.801, -1.034, -2.266)
H (4.367, -2.607, -1.630)
H (2.235, -2.030, -0.481)
H (-1.089, 1.482, 1.933)
H (-2.651, 1.582, 2.763)
H (-2.259, -0.624, 3.414)
H (-0.992, -0.872, 2.207)

Its SMILES is CCOC(=O)N1CCN(C(=O)c2ccccc2NS(=O)(=O)c2ccc(C)cc2)CC1. The charge is 0. For the lowest unoccupied orbital energy, the calculation gives 0.7383 eV. For the HOMO-LUMO gap, the calculation gives 0.34288 Ha.

Q.
Entry from the OMol25 dataset: C21H25N3O5S in the gas phase (the ωB97M-V functional and the def2-TZVPD basis).

Cartesian coordinates (Å):
C (-4.896, -2.279, -0.029)
O (-3.823, -2.272, 0.887)
C (-2.557, -2.141, 0.398)
C (-1.541, -2.031, 1.348)
C (-0.234, -1.811, 0.967)
C (0.090, -1.718, -0.383)
N (1.361, -1.352, -0.854)
C (2.574, -1.635, -0.119)
C (3.009, -0.472, 0.777)
O (2.223, 0.032, 1.568)
N (4.289, -0.084, 0.719)
C (5.262, -0.440, -0.301)
C (6.468, 0.448, 0.006)
C (5.819, 1.693, 0.603)
C (4.717, 1.092, 1.465)
S (1.362, 0.070, -1.775)
O (2.583, 0.763, -1.466)
O (1.158, -0.274, -3.152)
C (-0.090, 0.929, -1.181)
C (-0.151, 1.327, 0.141)
C (-1.359, 1.743, 0.663)
C (-2.509, 1.733, -0.128)
N (-3.727, 2.052, 0.475)
C (-4.978, 1.667, 0.075)
C (-6.050, 2.087, 1.056)
O (-5.206, 1.052, -0.940)
C (-2.417, 1.399, -1.478)
C (-1.203, 0.993, -1.998)
C (-0.910, -1.901, -1.332)
C (-2.224, -2.098, -0.951)
H (-4.932, -1.354, -0.613)
H (-5.797, -2.359, 0.578)
H (-4.842, -3.138, -0.705)
H (-1.806, -2.089, 2.392)
H (0.526, -1.662, 1.718)
H (2.393, -2.510, 0.511)
H (3.342, -1.876, -0.854)
H (4.852, -0.205, -1.289)
H (5.515, -1.503, -0.249)
H (7.112, -0.030, 0.746)
H (7.055, 0.660, -0.884)
H (5.377, 2.296, -0.189)
H (6.512, 2.303, 1.178)
H (5.099, 0.782, 2.444)
H (3.864, 1.755, 1.616)
H (0.727, 1.262, 0.764)
H (-1.423, 2.033, 1.701)
H (-3.649, 2.446, 1.403)
H (-5.990, 3.155, 1.253)
H (-7.026, 1.850, 0.643)
H (-5.923, 1.549, 1.993)
H (-3.298, 1.418, -2.097)
H (-1.107, 0.698, -3.030)
H (-0.645, -1.853, -2.376)
H (-2.979, -2.201, -1.714)

Its SMILES is COc1ccc(N(CC(=O)N2CCCC2)S(=O)(=O)c2ccc(NC(C)=O)cc2)cc1. The charge is 0. For the lowest unoccupied orbital energy, the calculation gives 0.5779 eV. For the HOMO-LUMO gap, the calculation gives 0.31042 Ha.

Which structure loses on stability? Q does.

P.
Entry from the OMol25 dataset: 2 unconnected molecules or ions with the total composition CHIN2O2S (the ωB97M-V functional and the def2-TZVPD basis).

Cartesian coordinates (Å):
C (0.111, -1.446, -1.212)
N (-0.489, -2.356, -1.535)
N (0.803, -0.398, -0.906)
O (-1.913, 2.165, -0.917)
O (0.117, 0.733, -0.826)
S (-1.501, 0.783, -0.819)
I (1.247, 0.829, 2.552)
H (1.624, -0.310, 3.663)

The charge is 0. For the lowest unoccupied orbital energy (alpha / beta), the calculation gives -1.8940 / -2.4377 eV. For the HOMO-LUMO gap (alpha / beta), the calculation gives 0.30710 / 0.26934 Ha.

Q.
Entry from the OMol25 dataset: 2 unconnected molecules or ions with the total composition CHIN2O2S (the ωB97M-V functional and the def2-TZVPD basis).

Cartesian coordinates (Å):
C (0.126, -1.961, -0.320)
N (0.747, -2.928, -0.657)
N (-0.011, -0.864, 0.322)
O (-2.248, 2.113, 0.027)
O (-0.932, 0.116, 0.326)
S (-2.259, 0.708, -0.234)
I (2.511, 1.748, -0.424)
H (2.066, 1.068, 0.959)

The charge is 0. For the lowest unoccupied orbital energy (alpha / beta), the calculation gives -1.7150 / -2.6347 eV. For the HOMO-LUMO gap (alpha / beta), the calculation gives 0.30705 / 0.24844 Ha.

R.
Entry from the OMol25 dataset: 2 unconnected molecules or ions with the total composition CHIN2O2S (the ωB97M-V functional and the def2-TZVPD basis).

Cartesian coordinates (Å):
C (-2.322, 0.268, -0.694)
N (-3.457, 0.457, -0.787)
N (-1.279, -0.310, -0.160)
O (2.369, -0.283, -0.988)
O (0.021, -0.244, -0.454)
S (1.197, 0.403, -1.395)
I (2.150, -0.799, 2.359)
H (1.319, 0.509, 2.119)

The charge is 0. For the lowest unoccupied orbital energy (alpha / beta), the calculation gives -3.1034 / -3.1038 eV. For the HOMO-LUMO gap (alpha / beta), the calculation gives 0.22487 / 0.22484 Ha.

Which structure loses on stability? R does.

P.
Entry from the OMol25 dataset: 2 unconnected molecules or ions with the total composition C3H4F2O (the ωB97M-V functional and the def2-TZVPD basis).

Cartesian coordinates (Å):
C (0.442, -0.718, 0.173)
C (-0.539, 0.297, 0.456)
C (-1.434, 0.832, -0.415)
H (2.628, -0.476, 0.525)
H (0.723, -1.399, 0.995)
H (0.147, -1.475, -0.461)
H (-0.151, 0.853, 1.399)
O (1.700, -0.204, -0.532)
F (-1.831, 2.119, -0.610)
F (-1.684, 0.171, -1.530)

The charge is 0. For the lowest unoccupied orbital energy, the calculation gives -0.3369 eV. For the HOMO-LUMO gap, the calculation gives 0.35046 Ha.

Q.
Entry from the OMol25 dataset: C3H4F2O in the gas phase (the ωB97M-V functional and the def2-TZVPD basis).

Cartesian coordinates (Å):
C (1.364, 0.484, 0.015)
O (0.932, -0.836, -0.015)
C (-0.468, -0.984, 0.010)
C (-1.428, -0.059, -0.029)
F (-1.277, 1.246, -0.005)
F (-2.724, -0.388, 0.010)
H (2.489, 0.547, -0.253)
H (1.224, 0.955, 0.974)
H (0.706, 1.013, -0.734)
H (-0.818, -1.979, 0.026)

Its SMILES is COC=C(F)F. The charge is 0. For the lowest unoccupied orbital energy, the calculation gives 0.9008 eV. For the HOMO-LUMO gap, the calculation gives 0.36836 Ha.

Which structure loses on stability? P does.

P.
Entry from the OMol25 dataset: 2 unconnected molecules or ions with the total composition C3H4F2O (the ωB97M-V functional and the def2-TZVPD basis).

Cartesian coordinates (Å):
C (-0.847, 0.040, 1.176)
C (-0.261, 0.123, -0.090)
C (0.841, -0.444, -0.909)
O (-1.540, 0.056, -0.131)
F (0.576, 2.020, -0.493)
F (0.988, -1.687, -0.492)
H (-0.907, -0.905, 1.656)
H (-1.049, 0.833, 1.860)
H (1.683, 0.276, -0.681)
H (0.516, -0.312, -1.896)

The charge is 0. For the lowest unoccupied orbital energy, the calculation gives -0.2037 eV. For the HOMO-LUMO gap, the calculation gives 0.39247 Ha.

Q.
Entry from the OMol25 dataset: C3H4F2O in the gas phase (the ωB97M-V functional and the def2-TZVPD basis).

Cartesian coordinates (Å):
C (-0.463, -1.685, 0.147)
C (0.030, -0.478, -0.017)
F (1.316, -0.323, 0.338)
O (-0.591, 0.746, -0.380)
C (0.237, 1.930, -0.438)
F (-0.606, 2.915, -0.928)
H (0.309, -2.343, 0.683)
H (-1.454, -1.989, -0.224)
H (0.907, 1.935, -1.292)
H (0.496, 2.099, 0.633)

Its SMILES is C=C(F)OCF. The charge is 0. For the lowest unoccupied orbital energy, the calculation gives 0.9387 eV. For the HOMO-LUMO gap, the calculation gives 0.38491 Ha.

Which structure loses on stability? P does.

P.
Entry from the OMol25 dataset: 10 unconnected molecules or ions with the total composition BF4H18O9 (the ωB97M-V functional and the def2-TZVPD basis).

Cartesian coordinates (Å):
B (1.083, 0.123, 0.234)
F (1.134, 1.494, 0.421)
F (0.188, -0.342, 1.213)
F (0.522, -0.117, -0.993)
F (2.359, -0.417, 0.401)
O (1.567, -2.872, -0.250)
H (1.538, -3.339, 0.594)
H (1.942, -1.979, -0.212)
O (0.411, 1.077, -3.770)
H (0.524, 0.199, -3.441)
H (0.762, 1.742, -3.107)
O (-1.435, -1.917, 2.759)
H (-0.714, -1.347, 2.381)
H (-0.946, -2.713, 3.079)
O (-1.210, -2.526, -0.359)
H (-0.258, -2.376, -0.208)
H (-1.717, -1.742, -0.306)
O (0.484, 2.904, -1.843)
H (0.806, 2.492, -1.116)
H (0.686, 3.817, -1.634)
O (-1.082, 2.783, 1.749)
H (-0.326, 3.040, 1.244)
H (-0.678, 2.388, 2.481)
O (-0.141, -1.644, -3.071)
H (0.179, -1.265, -2.277)
H (-0.553, -2.432, -2.756)
O (0.261, 1.224, 3.467)
H (0.676, 0.660, 2.822)
H (-0.305, 0.725, 4.015)
O (-2.182, 0.546, -0.433)
H (-1.249, 0.327, -0.390)
H (-2.328, 1.488, -0.695)

The charge is -1. For the lowest unoccupied orbital energy, the calculation gives 2.7361 eV. For the HOMO-LUMO gap, the calculation gives 0.36031 Ha.

Q.
Entry from the OMol25 dataset: a molecular structure, BF4H18O9 (the ωB97M-V functional and the def2-TZVPD basis).

Cartesian coordinates (Å):
B (0.151, 0.019, -0.116)
F (-0.514, 0.927, -0.870)
F (0.646, -0.854, -1.009)
F (1.129, 0.616, 0.652)
F (-0.711, -0.863, 0.505)
O (-0.877, 2.323, 1.107)
H (-0.294, 1.712, 1.557)
H (-0.369, 3.131, 1.035)
O (2.784, 0.234, -0.546)
H (3.271, -0.013, 0.241)
H (1.982, -0.286, -0.505)
O (-1.915, -0.978, -1.231)
H (-2.280, -1.665, -0.674)
H (-1.063, -0.780, -0.842)
O (0.087, -3.341, -0.871)
H (0.124, -2.445, -0.537)
H (0.929, -3.470, -1.307)
O (0.709, 0.143, -2.760)
H (1.573, -0.260, -2.845)
H (0.422, -0.090, -1.877)
O (-2.201, 1.405, -0.073)
H (-1.507, 1.716, 0.508)
H (-1.837, 0.621, -0.484)
O (1.304, 2.109, -0.850)
H (0.361, 1.977, -0.952)
H (1.600, 1.348, -0.350)
O (-2.383, -0.001, 2.312)
H (-2.104, -0.143, 1.408)
H (-1.620, -0.240, 2.839)
O (0.713, -0.775, 2.490)
H (0.422, -0.722, 1.579)
H (1.471, -1.359, 2.465)

The charge is -1. For the lowest unoccupied orbital energy, the calculation gives 2.4981 eV. For the HOMO-LUMO gap, the calculation gives 0.27779 Ha.

R.
Entry from the OMol25 dataset: 10 unconnected molecules or ions with the total composition BF4H18O9 (the ωB97M-V functional and the def2-TZVPD basis).

Cartesian coordinates (Å):
B (0.644, -0.215, 0.067)
F (1.380, -1.355, 0.247)
F (-0.208, -0.026, 1.143)
F (1.516, 0.786, -0.185)
F (-0.035, -0.338, -1.081)
O (-2.021, 3.220, 0.364)
H (-1.723, 4.129, 0.320)
H (-1.242, 2.725, 0.619)
O (3.971, 0.949, -0.586)
H (3.030, 0.940, -0.757)
H (4.041, 0.964, 0.369)
O (-0.063, 0.319, -3.756)
H (-0.285, -0.128, -2.939)
H (-0.818, 0.879, -3.936)
O (2.316, 3.240, 1.060)
H (2.992, 3.011, 1.698)
H (2.258, 2.476, 0.488)
O (-2.839, -0.540, -0.084)
H (-2.026, -0.430, -0.577)
H (-2.899, 0.247, 0.458)
O (2.332, -2.974, -1.491)
H (1.868, -2.362, -0.919)
H (2.381, -3.785, -0.985)
O (-3.455, 1.170, 2.066)
H (-2.510, 1.275, 2.172)
H (-3.800, 2.062, 2.089)
O (-0.971, -3.047, -0.892)
H (-0.954, -3.192, 0.054)
H (-0.054, -2.914, -1.130)
O (-0.948, -2.640, 1.760)
H (-0.682, -1.725, 1.664)
H (-1.195, -2.722, 2.681)

The charge is -1. For the lowest unoccupied orbital energy, the calculation gives 2.5872 eV. For the HOMO-LUMO gap, the calculation gives 0.35863 Ha.

Which structure loses on stability? Q does.